[1]
{"formula": "C44H41FNO12", "method": "wB97M-V/def2-TZVPD", "homo_ev": -11.83, "orbital_gap_ev": 7.7, "lumo_energy_ev": -4.17, "total_charge": 1, "energy_ev": -75057.414, "elements": ["C", "C", "C", "C", "C", "C", "N", "C", "C", "F", "H", "H", "H", "H", "H", "H", "H", "H", "H", "H", "H", "H", "H", "H", "H", "H", "H", "C", "C", "C", "O", "C", "C", "C", "O", "H", "H", "H", "H", "C", "C", "C", "O", "C", "C", "C", "O", "H", "H", "H", "H", "C", "C", "C", "O", "C", "C", "C", "O", "H", "H", "H", "H", "C", "C", "C", "O", "C", "C", "C", "O", "H", "H", "H", "H", "C", "C", "C", "O", "C", "C", "C", "O", "H", "H", "H", "H", "C", "C", "C", "O", "C", "C", "C", "O", "H", "H", "H", "H"], "xyz": [[2.325, 0.897, -0.454], [1.710, -0.020, -1.517], [0.511, -0.786, -1.004], [0.880, -1.804, 0.074], [-0.596, 0.113, -0.434], [-0.684, 1.564, -0.877], [-2.168, 1.843, -0.946], [-2.976, 0.647, -0.535], [-1.966, -0.536, -0.557], [-2.177, -1.224, -1.727], [3.387, 0.945, -0.619], [2.117, 0.556, 0.548], [1.964, 1.910, -0.578], [2.450, -0.724, -1.860], [1.426, 0.575, -2.380], [0.103, -1.361, -1.825], [1.703, -1.482, 0.690], [0.035, -1.935, 0.736], [1.054, -2.776, -0.352], [-0.423, 0.157, 0.636], [-0.269, 1.827, -1.838], [-0.237, 2.235, -0.163], [-2.435, 2.588, -0.299], [-2.436, 2.102, -1.890], [-3.728, 0.507, -1.289], [-3.436, 0.709, 0.438], [-2.179, -1.124, 0.321], [-3.525, -6.669, -4.044], [-2.300, -6.260, -4.364], [-1.876, -4.856, -4.142], [-0.761, -4.476, -4.430], [-2.869, -3.925, -3.550], [-4.093, -4.332, -3.229], [-4.519, -5.738, -3.451], [-5.633, -6.107, -3.156], [-3.856, -7.688, -4.198], [-1.560, -6.922, -4.796], [-2.536, -2.908, -3.397], [-4.833, -3.671, -2.796], [-6.191, 4.022, -2.521], [-4.927, 4.167, -2.137], [-4.577, 4.783, -0.840], [-3.411, 4.900, -0.500], [-5.684, 5.243, 0.026], [-6.954, 5.106, -0.350], [-7.310, 4.484, -1.652], [-8.459, 4.351, -1.998], [-6.468, 3.573, -3.466], [-4.095, 3.847, -2.755], [-5.403, 5.689, 0.971], [-7.780, 5.434, 0.267], [-1.028, 3.305, 2.669], [0.019, 2.652, 3.166], [-0.160, 1.554, 4.154], [0.805, 0.965, 4.579], [-1.544, 1.216, 4.568], [-2.590, 1.868, 4.065], [-2.415, 2.959, 3.075], [-3.364, 3.546, 2.599], [-0.923, 4.117, 1.956], [1.041, 2.885, 2.886], [-1.649, 0.414, 5.287], [-3.609, 1.636, 4.347], [2.577, -1.964, 5.655], [2.126, -2.015, 4.405], [2.339, -3.221, 3.558], [1.910, -3.286, 2.417], [3.093, -4.352, 4.153], [3.542, -4.297, 5.403], [3.314, -3.104, 6.254], [3.723, -3.058, 7.392], [2.438, -1.094, 6.285], [1.609, -1.185, 3.945], [3.243, -5.218, 3.521], [4.088, -5.113, 5.859], [5.067, 6.100, 0.597], [4.392, 5.232, 1.346], [3.146, 4.596, 0.854], [2.532, 3.804, 1.541], [2.680, 4.964, -0.506], [3.352, 5.831, -1.257], [4.602, 6.468, -0.764], [5.212, 7.255, -1.450], [5.978, 6.575, 0.937], [4.714, 4.949, 2.339], [1.767, 4.489, -0.846], [3.029, 6.114, -2.251], [4.727, -4.670, -3.360], [4.946, -3.469, -2.832], [4.455, -3.126, -1.475], [4.644, -2.026, -0.994], [3.713, -4.171, -0.728], [3.491, -5.371, -1.256], [3.982, -5.717, -2.614], [3.782, -6.810, -3.095], [5.076, -4.942, -4.348], [5.485, -2.692, -3.359], [3.363, -3.896, 0.261], [2.948, -6.146, -0.730]], "forces_ev_per_angstrom": [[-0.087, 0.002, -0.859], [-0.052, 0.408, 0.414], [0.025, -0.349, 0.034], [-0.578, 0.260, -0.186], [0.436, -0.355, 0.059], [-0.391, -0.114, -0.340], [-0.616, 0.441, 0.918], [1.012, -1.328, -0.591], [-1.029, 1.702, 0.230], [0.231, -0.240, -0.025], [0.519, 0.012, 0.258], [0.106, -0.021, 0.403], [-0.149, 0.306, 0.226], [0.254, -0.356, -0.126], [0.021, 0.044, -0.309], [-0.226, 0.081, -0.382], [0.367, -0.058, 0.087], [-0.214, -0.205, 0.364], [0.471, -0.354, -0.130], [0.067, 0.079, 0.393], [0.098, -0.285, -0.356], [0.018, 0.200, 0.355], [0.110, 0.602, -0.428], [-0.036, 0.322, 0.050], [-0.453, -0.205, -0.123], [0.034, 0.715, 0.305], [0.019, -0.909, -0.145], [0.062, 0.013, -0.017], [-0.041, -0.029, 0.004], [0.038, -0.017, -0.023], [0.021, 0.025, 0.031], [-0.066, -0.011, 0.010], [0.059, 0.041, 0.000], [-0.043, -0.045, 0.003], [-0.001, 0.012, 0.011], [-0.035, 0.006, 0.013], [0.026, 0.025, -0.004], [0.039, 0.001, -0.022], [-0.037, -0.038, -0.007], [0.048, -0.047, -0.025], [-0.030, -0.141, -0.071], [0.048, 0.136, 0.129], [0.065, -0.346, -0.049], [-0.011, 0.075, 0.039], [0.068, -0.016, -0.013], [-0.057, 0.047, 0.050], [-0.004, -0.025, -0.018], [-0.047, 0.027, 0.004], [-0.005, 0.084, -0.057], [0.049, -0.017, -0.003], [-0.028, -0.010, -0.024], [-0.073, 0.015, -0.105], [0.132, -0.004, -0.025], [0.000, 0.265, -0.220], [0.044, -0.253, 0.187], [-0.045, -0.075, 0.031], [-0.001, -0.041, 0.022], [0.228, 0.080, 0.036], [-0.193, -0.118, -0.168], [-0.032, -0.004, 0.072], [-0.078, -0.018, 0.022], [0.013, 0.002, 0.026], [-0.021, 0.032, 0.014], [-0.071, 0.050, -0.110], [0.083, -0.170, -0.174], [-0.072, -0.015, -0.125], [0.151, 0.053, 0.414], [-0.040, 0.008, -0.045], [0.014, -0.096, -0.025], [0.049, 0.039, 0.050], [0.000, -0.004, 0.054], [0.001, -0.003, 0.006], [-0.036, -0.002, 0.013], [-0.008, 0.023, -0.028], [0.007, 0.016, 0.036], [-0.015, -0.037, 0.050], [0.009, 0.000, -0.006], [0.173, 0.119, -0.034], [-0.176, -0.046, -0.060], [0.006, -0.017, 0.030], [-0.072, -0.049, -0.011], [0.076, 0.067, -0.027], [-0.034, -0.028, 0.010], [0.004, 0.017, -0.029], [-0.025, -0.023, 0.006], [-0.012, -0.002, 0.018], [0.036, 0.029, -0.003], [0.013, 0.062, 0.004], [0.008, -0.028, -0.022], [0.013, -0.009, -0.014], [-0.080, 0.043, -0.021], [-0.036, -0.001, 0.111], [0.002, 0.052, 0.019], [-0.016, -0.046, -0.029], [-0.003, 0.006, 0.002], [-0.015, -0.037, 0.004], [0.006, 0.017, 0.029], [0.002, 0.013, -0.009], [0.009, -0.026, -0.026]]}


[2]
{"formula": "C44H41N10ORuSSi", "method": "wB97M-V/def2-TZVPD", "homo_ev": [-11.56, -11.56], "spin_multiplicity": 2, "orbital_gap_ev": [5.7, 5.8], "lumo_energy_ev": [-5.88, -5.72], "total_charge": 2, "energy_ev": -84529.407, "relative_energy_kj_mol": 130.4, "elements": ["Ru", "C", "N", "C", "C", "N", "C", "C", "C", "C", "C", "C", "N", "C", "N", "C", "C", "C", "C", "C", "C", "N", "H", "H", "H", "H", "H", "H", "H", "H", "H", "H", "H", "H", "H", "H", "H", "C", "O", "C", "C", "C", "C", "C", "C", "C", "N", "C", "C", "N", "C", "C", "C", "C", "N", "C", "C", "N", "C", "C", "C", "C", "H", "H", "H", "H", "H", "H", "H", "H", "H", "H", "H", "H", "H", "H", "C", "Si", "C", "C", "C", "C", "C", "C", "N", "C", "S", "H", "H", "H", "H", "H", "H", "H", "H", "H", "H", "H", "H"], "xyz": [[0.868, -1.201, -1.256], [4.227, -0.269, -0.940], [3.514, -1.392, -0.349], [4.021, -2.710, -0.732], [2.942, -3.575, -1.299], [1.812, -3.136, -1.798], [1.128, -4.254, -2.282], [-0.095, -4.365, -2.937], [-0.507, -5.631, -3.299], [0.279, -6.760, -3.042], [1.499, -6.663, -2.407], [1.913, -5.390, -2.037], [3.055, -4.915, -1.413], [3.625, 0.076, -2.262], [2.490, -0.408, -2.696], [2.243, 0.197, -3.921], [1.171, 0.050, -4.797], [1.176, 0.831, -5.935], [2.215, 1.735, -6.197], [3.293, 1.874, -5.344], [3.292, 1.080, -4.205], [4.162, 0.963, -3.129], [5.295, -0.484, -1.071], [4.146, 0.599, -0.282], [3.522, -1.301, 0.656], [4.484, -3.219, 0.118], [4.793, -2.597, -1.500], [-0.675, -3.485, -3.168], [-1.454, -5.756, -3.808], [-0.078, -7.730, -3.361], [2.104, -7.539, -2.215], [3.826, -5.478, -1.093], [0.375, -0.651, -4.574], [0.363, 0.750, -6.643], [2.172, 2.335, -7.095], [4.093, 2.571, -5.553], [5.035, 1.450, -3.009], [-0.752, 7.596, 9.326], [-0.927, 7.872, 7.944], [-0.685, 6.908, 7.052], [-0.266, 5.614, 7.374], [-0.069, 4.687, 6.372], [-0.288, 5.020, 5.034], [-0.685, 6.325, 4.716], [-0.878, 7.255, 5.707], [-0.093, 4.002, 4.020], [0.381, 2.790, 4.242], [0.437, 2.181, 3.030], [-0.018, 3.035, 2.032], [-0.360, 4.187, 2.685], [-0.062, 2.683, 0.657], [-0.561, 3.485, -0.381], [-0.521, 3.006, -1.669], [0.095, 1.782, -1.919], [0.570, 1.005, -0.956], [0.438, 1.403, 0.329], [0.814, 0.475, 1.360], [1.089, -0.786, 0.981], [1.432, -1.681, 1.891], [1.510, -1.385, 3.252], [1.198, -0.111, 3.673], [0.838, 0.848, 2.720], [-0.994, 8.517, 9.848], [0.280, 7.314, 9.545], [-1.422, 6.801, 9.658], [-0.104, 5.327, 8.403], [0.251, 3.682, 6.607], [-0.842, 6.622, 3.686], [-1.189, 8.265, 5.477], [-0.759, 5.010, 2.270], [-0.976, 4.460, -0.166], [-0.923, 3.578, -2.493], [0.226, 1.430, -2.933], [1.651, -2.678, 1.524], [1.802, -2.155, 3.951], [1.208, 0.162, 4.719], [-6.176, -3.063, -1.659], [-4.567, -2.386, -2.356], [-4.741, -0.561, -2.788], [-3.917, -3.427, -3.791], [-3.245, -2.604, -0.983], [-3.515, -3.356, 0.158], [-2.527, -3.615, 1.100], [-1.260, -3.117, 0.881], [-0.968, -2.394, -0.198], [-1.932, -2.138, -1.090], [-1.338, -1.141, -2.388], [-6.970, -2.995, -2.405], [-6.506, -2.499, -0.784], [-6.094, -4.113, -1.373], [-5.540, -0.429, -3.519], [-3.824, -0.157, -3.216], [-4.994, 0.031, -1.907], [-4.675, -3.544, -4.567], [-3.636, -4.424, -3.449], [-3.041, -2.964, -4.250], [-4.514, -3.740, 0.320], [-2.729, -4.207, 1.981], [-0.463, -3.288, 1.593]], "forces_ev_per_angstrom": [[0.571, -0.157, -0.533], [0.063, 0.002, -0.015], [-0.022, -0.084, -0.162], [0.008, 0.017, -0.020], [0.068, 0.003, 0.049], [-1.412, 0.463, 0.604], [0.245, -0.433, 0.017], [0.040, -0.012, 0.039], [0.008, 0.085, -0.040], [-0.014, -0.058, 0.041], [0.158, -0.121, 0.034], [-0.479, 0.268, -0.229], [0.072, 0.035, 0.019], [0.168, 0.128, 0.030], [-1.462, -0.184, 0.975], [0.158, 0.183, -0.303], [0.052, -0.052, 0.045], [-0.082, -0.052, 0.036], [0.078, 0.027, -0.017], [0.106, 0.054, -0.020], [-0.398, -0.186, -0.018], [-0.034, -0.142, 0.076], [0.000, 0.111, 0.037], [-0.010, -0.039, 0.033], [-0.039, 0.031, -0.004], [0.049, 0.013, -0.038], [0.026, -0.053, 0.040], [-0.074, -0.026, 0.007], [0.006, 0.019, -0.031], [0.016, -0.023, 0.036], [0.013, -0.004, -0.021], [0.072, 0.067, -0.034], [-0.005, 0.012, -0.092], [-0.007, -0.007, 0.003], [0.020, 0.002, -0.007], [0.003, -0.008, -0.035], [0.031, -0.022, -0.011], [0.055, -0.126, 0.106], [-0.043, 0.242, 0.021], [0.064, -0.293, -0.227], [-0.046, 0.169, 0.168], [-0.076, 0.029, -0.337], [-0.041, 0.159, 0.217], [0.048, -0.240, 0.073], [-0.053, 0.113, 0.117], [0.130, -0.266, -0.157], [0.064, -0.025, 0.219], [-0.235, 0.501, -0.344], [0.108, -0.337, 0.255], [-0.008, 0.042, 0.016], [0.186, -0.087, 0.020], [0.041, -0.217, -0.137], [0.242, 0.309, 0.168], [0.190, -0.093, -0.159], [-1.194, -1.213, 0.185], [-0.033, 0.412, -0.127], [-0.028, -0.160, 0.479], [0.383, 0.021, -0.331], [0.019, -0.009, 0.048], [-0.016, 0.093, 0.021], [0.018, -0.112, -0.022], [-0.129, 0.030, -0.238], [-0.003, -0.004, -0.014], [0.004, 0.035, -0.024], [-0.024, 0.024, -0.028], [0.008, 0.005, -0.005], [-0.002, -0.011, 0.061], [-0.015, 0.062, 0.002], [0.002, 0.007, 0.005], [0.014, 0.068, 0.073], [-0.070, -0.003, -0.026], [0.042, 0.005, -0.027], [-0.171, -0.047, 0.038], [0.022, 0.013, -0.006], [-0.030, -0.005, 0.023], [0.034, 0.028, 0.005], [0.238, 0.066, -0.123], [0.054, -0.025, 0.050], [0.005, -0.360, 0.018], [-0.209, 0.237, 0.150], [-0.152, -0.078, -0.055], [0.006, 0.151, -0.127], [0.183, -0.030, 0.025], [0.057, -0.190, 0.278], [0.920, 1.009, -0.906], [-0.118, -0.117, 0.054], [1.626, 0.368, 0.076], [0.008, 0.020, -0.041], [0.021, 0.036, 0.011], [0.011, -0.029, -0.027], [-0.018, 0.000, -0.020], [0.001, 0.029, -0.039], [-0.014, -0.021, 0.041], [-0.010, 0.017, -0.023], [-0.032, -0.014, 0.055], [0.017, 0.019, 0.001], [0.004, -0.041, 0.006], [0.000, 0.029, 0.031], [-0.044, -0.049, -0.041]]}